1.
Molecular formula: C26H36ClN2O9S3Y
Method: DFT, ωB97M-V with the def2-TZVPD basis set

Atoms and positions in Å:
Y  0.087  0.964  0.035
C  -3.893  3.309  1.580
C  -4.826  2.111  1.409
S  -4.173  0.933  0.207
C  -4.234  -0.639  1.093
C  -3.563  -0.707  2.460
S  -1.776  -0.395  2.451
C  -1.628  0.814  3.786
C  -2.409  2.122  3.641
S  -2.185  2.975  2.058
H  -4.344  4.021  2.277
H  -3.783  3.824  0.623
H  -5.802  2.478  1.082
H  -4.990  1.607  2.361
H  -3.737  -1.328  0.408
H  -5.269  -0.977  1.200
H  -3.731  -1.710  2.861
H  -4.036  -0.015  3.157
H  -0.560  1.021  3.831
H  -1.908  0.345  4.734
H  -2.093  2.784  4.451
H  -3.475  1.945  3.784
O  0.821  4.460  2.203
Cl  1.480  3.252  1.834
O  2.807  3.215  2.350
O  1.478  3.086  0.383
O  0.715  2.091  2.330
O  2.431  2.864  -6.662
C  2.935  1.931  -6.010
O  3.914  1.204  -6.275
C  2.245  1.626  -4.653
C  2.705  0.599  -3.838
C  2.074  0.346  -2.633
N  1.014  1.050  -2.218
C  0.548  2.030  -3.011
C  1.144  2.356  -4.215
C  -0.684  2.774  -2.495
O  -1.259  3.565  -3.231
O  -1.023  2.453  -1.300
H  3.557  0.019  -4.163
H  2.402  -0.440  -1.960
H  0.750  3.158  -4.822
C  2.729  -0.359  2.890
C  3.535  -0.732  1.642
C  3.754  0.441  0.687
C  2.986  -1.979  0.975
C  3.796  -3.102  1.016
C  3.415  -4.328  0.485
C  2.162  -4.396  -0.100
C  1.305  -3.305  -0.175
C  -0.018  -3.549  -0.869
C  -1.214  -3.271  0.050
C  -0.065  -2.838  -2.228
C  1.674  -2.009  0.355
N  0.896  -0.908  0.324
H  3.072  0.588  3.316
H  2.835  -1.144  3.644
H  1.673  -0.263  2.645
H  4.538  -1.004  1.996
H  2.821  0.797  0.255
H  4.396  0.138  -0.144
H  4.221  1.284  1.200
H  4.770  -3.009  1.491
H  4.068  -5.191  0.525
H  1.824  -5.337  -0.529
H  -0.060  -4.622  -1.091
H  -1.113  -2.294  0.522
H  -1.233  -4.009  0.856
H  -2.164  -3.333  -0.493
H  0.266  -1.801  -2.142
H  -1.064  -2.867  -2.677
H  0.627  -3.321  -2.919
C  -2.208  -0.050  -2.380
O  -1.754  -0.312  -1.050
H  -2.916  -0.824  -2.689
H  -1.374  -0.018  -3.083
H  -2.700  0.918  -2.365
H  -1.203  -1.110  -1.043

The total charge is -2. The HOMO energy is -1.367 eV. The gap between HOMO and LUMO is 4.70 eV. Its relative energy (zero: lowest compared OMol25 entry of this formula, charge and spin) is 0.030 eV.

=====

2.
Molecular formula: C26H36FN5O4S
Method: DFT, ωB97M-V with the def2-TZVPD basis set

Atoms and positions in Å:
C  -5.477  -0.395  -0.153
C  -3.917  -0.617  -0.684
C  -3.807  -1.106  -2.243
C  -2.771  -0.198  -3.168
C  -3.449  -2.731  -2.413
O  -2.000  -3.004  -2.439
C  -1.367  -2.814  -1.127
O  -0.866  -1.667  -0.642
S  -4.440  -3.837  -1.265
O  -5.980  -3.490  -1.293
O  -4.358  -5.302  -1.831
F  -3.975  -3.785  0.381
H  -6.183  -0.014  -1.015
H  -5.827  -1.398  0.339
H  -5.535  0.436  0.702
H  -3.428  0.471  -0.642
H  -3.393  -1.310  0.099
H  -4.886  -0.926  -2.723
H  -3.066  -0.450  -4.297
H  -1.639  -0.469  -2.986
H  -2.895  0.948  -2.938
H  -3.835  -2.990  -3.514
H  -1.329  -3.746  -0.394
N  1.042  -0.579  1.574
C  1.635  -1.666  2.161
C  2.722  -1.221  2.881
C  2.782  0.184  2.728
C  1.732  0.555  1.919
H  0.223  -0.608  0.981
H  1.236  -2.661  2.015
H  3.397  -1.842  3.456
H  3.513  0.855  3.162
H  1.417  1.525  1.558
N  3.654  3.167  0.842
C  3.936  4.055  1.848
C  4.136  5.293  1.280
C  3.963  5.149  -0.117
C  3.663  3.827  -0.360
H  3.468  2.181  0.966
H  3.972  3.729  2.879
H  4.378  6.202  1.814
H  4.047  5.926  -0.866
H  3.458  3.300  -1.282
N  -6.353  -0.772  3.416
C  -7.516  -0.235  2.928
C  -7.969  0.696  3.835
C  -7.044  0.727  4.905
C  -6.055  -0.187  4.619
H  -5.801  -1.486  2.960
H  -7.921  -0.563  1.980
H  -8.868  1.291  3.736
H  -7.093  1.350  5.789
H  -5.167  -0.472  5.168
N  1.696  -5.404  -3.193
C  0.384  -5.518  -2.813
C  0.122  -6.851  -2.585
C  1.319  -7.564  -2.831
C  2.276  -6.646  -3.202
H  2.163  -4.538  -3.429
H  -0.249  -4.644  -2.738
H  -0.829  -7.264  -2.274
H  1.468  -8.633  -2.746
H  3.316  -6.769  -3.472
N  7.689  5.806  0.080
C  8.337  6.920  0.546
C  9.124  7.413  -0.471
C  8.939  6.570  -1.593
C  8.046  5.588  -1.226
H  7.047  5.235  0.614
H  8.185  7.265  1.560
H  9.761  8.285  -0.412
H  9.406  6.668  -2.564
H  7.636  4.754  -1.780

As for the SMILES: CC[C@@H](C)[C@@H](OC=O)S(=O)(=O)F.c1cc[nH]c1.c1cc[nH]c1.c1cc[nH]c1.c1cc[nH]c1.c1cc[nH]c1. The HOMO energy is -8.043 eV. The gap between HOMO and LUMO is 6.37 eV.

=====

3.
Molecular formula: C26H36N5O5SSn
Method: DFT, ωB97M-V with the def2-TZVPD basis set

Atoms and positions in Å:
Sn  0.011  -1.158  -0.100
C  0.058  3.388  3.319
C  -0.899  2.549  2.466
C  -2.013  3.440  1.915
C  -1.427  1.369  3.264
C  -2.460  1.571  4.171
C  -2.952  0.535  4.939
C  -2.381  -0.720  4.830
C  -1.334  -0.973  3.950
C  -0.697  -2.353  4.028
C  -0.582  -3.128  2.717
C  0.664  -2.292  4.729
C  -0.881  0.080  3.140
N  0.141  -0.125  2.168
C  1.318  0.314  2.463
C  2.380  0.450  1.539
C  3.708  0.777  1.839
C  4.373  0.813  0.621
C  3.414  0.523  -0.368
N  2.206  0.305  0.180
C  3.708  0.476  -1.851
C  4.726  -0.639  -2.130
C  4.304  1.821  -2.291
C  2.445  0.211  -2.654
H  0.433  4.238  2.744
H  0.917  2.811  3.663
H  -0.460  3.775  4.201
H  -0.355  2.154  1.610
H  -2.509  4.006  2.708
H  -2.758  2.841  1.399
H  -1.586  4.168  1.220
H  -2.902  2.555  4.258
H  -3.776  0.702  5.622
H  -2.746  -1.532  5.450
H  -1.361  -2.931  4.678
H  0.292  -2.809  2.147
H  -1.466  -3.001  2.093
H  -0.448  -4.192  2.931
H  1.394  -1.767  4.113
H  1.046  -3.301  4.905
H  0.591  -1.778  5.689
H  1.526  0.639  3.486
H  4.110  0.959  2.825
H  5.415  1.041  0.453
H  5.654  -0.471  -1.581
H  4.959  -0.684  -3.198
H  4.323  -1.606  -1.824
H  5.218  2.046  -1.740
H  3.593  2.629  -2.108
H  4.541  1.802  -3.358
H  2.029  -0.770  -2.418
H  2.668  0.234  -3.725
H  1.688  0.965  -2.439
O  -3.404  0.780  0.896
S  -2.656  0.066  -0.105
O  -3.257  0.048  -1.419
O  -2.243  -1.306  0.348
O  -1.217  0.731  -0.231
C  -0.297  -3.110  -5.457
N  -0.503  -1.871  -4.731
C  -0.827  -0.718  -5.365
C  -0.979  0.434  -4.692
C  -0.791  0.403  -3.264
N  -0.462  -0.737  -2.648
C  -0.290  -1.892  -3.336
O  0.052  -2.948  -2.823
N  -0.914  1.487  -2.520
H  -0.739  -3.015  -6.448
H  -0.768  -3.928  -4.917
H  0.766  -3.336  -5.550
H  -0.965  -0.790  -6.436
H  -1.257  1.347  -5.196
H  -1.282  2.305  -2.977
H  -0.976  1.302  -1.443

The total charge is -1. The HOMO energy is -4.660 eV. The gap between HOMO and LUMO is 7.19 eV.

=====

4.
Molecular formula: C26H37BFN4O7PS2
Method: DFT, ωB97M-V with the def2-TZVPD basis set

Atoms and positions in Å:
C  0.360  5.430  0.665
C  1.100  4.411  -0.362
C  0.686  2.923  0.122
F  1.270  2.594  1.417
N  1.102  1.882  -0.865
C  2.348  1.146  -0.491
O  3.532  1.541  -0.584
C  1.734  -0.204  0.077
C  2.362  -1.409  0.809
C  1.515  -2.642  1.277
B  2.389  -3.836  2.001
O  3.143  -4.812  1.247
N  2.442  -3.892  3.511
C  2.710  -5.305  3.957
C  3.655  -3.117  4.002
C  -0.044  -2.736  1.071
P  -1.054  -4.218  1.659
O  -0.533  -4.762  3.207
O  -2.712  -3.833  1.858
C  -0.708  -1.519  0.314
C  -2.258  -1.420  -0.048
C  -2.552  -2.359  -1.331
C  -3.811  -3.333  -1.169
S  -5.371  -2.342  -0.811
C  -6.098  -3.294  0.636
S  -6.284  -4.952  0.524
N  -6.430  -2.481  1.813
C  -7.138  -1.215  1.723
C  -7.194  -0.831  3.226
N  -6.546  -1.897  4.001
C  -6.062  -2.925  3.138
C  0.202  -0.361  -0.134
C  -0.091  0.979  -0.930
O  -1.085  1.346  -1.592
H  1.187  5.862  1.329
H  -0.362  4.858  1.353
H  -0.256  6.229  0.142
H  2.235  4.547  -0.333
H  0.684  4.539  -1.429
H  -0.450  2.963  0.289
H  3.493  -1.392  0.999
H  4.065  -4.473  1.211
H  2.058  -6.071  3.420
H  2.511  -5.390  5.085
H  3.826  -5.539  3.788
H  3.424  -2.004  4.133
H  3.932  -3.570  5.025
H  4.544  -3.297  3.297
H  -0.430  -3.980  3.797
H  -2.780  -3.249  2.656
H  -2.967  -1.581  0.827
H  -2.441  -0.337  -0.407
H  -2.792  -1.668  -2.227
H  -1.588  -2.912  -1.641
H  -4.002  -3.806  -2.206
H  -3.662  -4.205  -0.453
H  -7.536  -0.677  0.810
H  -7.680  0.123  3.639
H  -5.499  -3.887  3.355
C  2.857  0.168  -3.495
C  3.369  -1.143  -4.029
O  2.652  -2.124  -4.091
C  4.804  -1.193  -4.484
H  1.810  0.057  -3.205
H  3.434  0.461  -2.617
H  2.927  0.937  -4.268
H  5.467  -0.959  -3.648
H  4.960  -0.484  -5.300
H  5.034  -2.198  -4.843
C  2.123  8.028  -2.895
C  0.652  7.918  -2.594
O  0.240  7.194  -1.707
C  -0.291  8.739  -3.434
H  2.680  7.382  -2.213
H  2.318  7.706  -3.920
H  2.455  9.058  -2.752
H  -0.203  8.449  -4.483
H  -0.065  9.801  -3.315
H  -1.317  8.561  -3.106

As for the SMILES: CC[C@H](F)N1C(=O)c2cc(B(O)N(C)C)c(P(O)O)c(CCCSC(=S)n3ccnc3)c2C1=O.CC(C)=O.CC(C)=O. The HOMO energy is -8.743 eV. The gap between HOMO and LUMO is 7.39 eV.

=====

5.
Molecular formula: C26H37F18O16P
Method: DFT, ωB97M-V with the def2-TZVPD basis set

Atoms and positions in Å:
C  -3.194  0.145  0.694
O  -1.756  0.043  0.477
C  -1.485  -1.201  -0.199
C  -0.285  -1.134  -1.236
C  1.050  -0.456  -0.649
O  1.706  0.301  -1.712
P  2.954  -0.574  -2.413
O  2.519  -1.894  -3.036
O  4.101  -0.969  -1.200
O  3.789  0.457  -3.481
C  3.389  0.239  -4.849
O  1.950  0.255  -4.992
C  1.516  1.202  -5.918
F  0.122  1.316  -5.733
F  2.028  2.485  -5.733
F  1.666  0.787  -7.256
H  -3.457  0.968  1.444
H  -3.700  0.427  -0.295
H  -3.592  -0.870  1.083
H  -1.330  -2.045  0.560
H  -2.434  -1.456  -0.799
H  -0.587  -0.521  -2.141
H  0.025  -2.169  -1.603
H  0.825  0.202  0.260
H  1.695  -1.323  -0.266
H  4.964  -0.625  -1.533
H  3.944  0.975  -5.504
H  3.732  -0.815  -5.139
C  4.331  2.492  -8.387
C  5.093  2.366  -9.691
O  6.435  2.856  -9.541
C  7.319  1.993  -9.013
O  7.051  0.875  -8.667
C  8.710  2.619  -8.960
F  8.689  3.889  -8.515
F  9.290  2.652  -10.175
F  9.545  1.948  -8.152
H  4.361  3.521  -8.022
H  3.290  2.194  -8.519
H  4.775  1.864  -7.611
H  4.618  2.981  -10.457
H  5.092  1.337  -10.059
C  -8.521  0.122  5.027
C  -7.486  -0.920  5.400
O  -7.164  -1.735  4.262
C  -6.252  -1.225  3.410
O  -5.716  -0.159  3.548
C  -5.970  -2.214  2.282
F  -7.092  -2.769  1.787
F  -5.193  -3.234  2.692
F  -5.337  -1.643  1.242
H  -9.402  -0.351  4.586
H  -8.827  0.691  5.904
H  -8.127  0.817  4.281
H  -7.895  -1.587  6.161
H  -6.587  -0.465  5.821
C  -3.134  4.802  4.916
C  -3.702  3.397  4.884
O  -4.704  3.233  5.900
C  -5.938  3.666  5.587
O  -6.234  4.171  4.539
C  -6.906  3.381  6.731
F  -6.390  3.689  7.936
F  -7.244  2.078  6.781
F  -8.052  4.071  6.625
H  -2.760  5.042  5.914
H  -2.318  4.905  4.198
H  -3.901  5.542  4.677
H  -2.913  2.676  5.103
H  -4.103  3.147  3.898
C  -5.718  -3.429  10.699
C  -4.805  -2.220  10.732
O  -3.988  -2.171  9.552
C  -4.558  -1.627  8.463
O  -5.681  -1.198  8.431
C  -3.559  -1.594  7.304
F  -2.873  -2.745  7.185
F  -2.643  -0.620  7.464
F  -4.143  -1.377  6.113
H  -5.139  -4.344  10.554
H  -6.282  -3.512  11.630
H  -6.426  -3.365  9.870
H  -4.124  -2.297  11.582
H  -5.369  -1.292  10.854
C  9.466  -1.140  -7.036
C  9.785  -2.568  -6.644
O  9.478  -2.792  -5.259
C  8.192  -3.071  -4.978
O  7.318  -3.137  -5.798
C  8.019  -3.334  -3.485
F  8.679  -2.438  -2.724
F  8.484  -4.549  -3.136
F  6.735  -3.288  -3.099
H  9.978  -0.437  -6.374
H  9.771  -0.943  -8.065
H  8.396  -0.938  -6.948
H  10.854  -2.752  -6.762
H  9.263  -3.287  -7.280

As for the SMILES: COCCCO[P@](=O)(O)OCOC(F)(F)F.CCOC(=O)C(F)(F)F.CCOC(=O)C(F)(F)F.CCOC(=O)C(F)(F)F.CCOC(=O)C(F)(F)F.CCOC(=O)C(F)(F)F. The HOMO energy is -9.649 eV. The gap between HOMO and LUMO is 10.03 eV. Its relative energy (zero: lowest compared OMol25 entry of this formula, charge and spin) is 1.787 eV.

=====

6.
Molecular formula: C26H38BrNOP2V
Method: DFT, ωB97M-V with the def2-TZVPD basis set

Atoms and positions in Å:
C  0.399  -0.110  -4.344
C  1.101  0.384  -3.235
C  2.293  1.112  -3.425
C  2.800  1.169  -4.739
N  2.151  0.649  -5.782
C  0.977  0.042  -5.612
C  0.558  -0.039  -1.964
C  -0.102  -1.150  -1.520
C  -0.410  -2.540  -1.608
C  -1.696  -3.014  -1.934
C  -2.100  -4.299  -1.609
C  -1.132  -5.223  -1.166
C  0.179  -4.791  -0.889
C  0.551  -3.501  -1.238
V  0.023  0.192  -0.155
P  -1.830  1.307  0.533
H  2.820  1.601  -2.595
H  -0.567  -0.606  -4.238
H  3.769  1.650  -4.925
H  0.466  -0.360  -6.486
H  1.592  -3.219  -1.168
H  -2.391  -2.360  -2.446
H  0.914  -5.462  -0.453
H  -3.149  -4.586  -1.730
C  -2.390  1.516  2.237
C  -2.369  2.904  2.859
H  -1.843  0.812  2.882
H  -3.426  1.139  2.204
H  -2.697  2.822  3.905
H  -1.379  3.371  2.888
H  -3.059  3.584  2.349
C  -0.447  2.401  0.000
C  -0.522  3.083  -1.391
H  0.582  1.945  0.077
H  -0.425  3.178  0.762
H  0.173  3.938  -1.429
H  -0.223  2.414  -2.214
H  -1.538  3.453  -1.581
C  -3.232  1.344  -0.549
C  -4.186  2.500  -0.262
H  -3.736  0.371  -0.425
H  -2.853  1.389  -1.579
H  -4.984  2.491  -1.011
H  -4.654  2.407  0.725
H  -3.691  3.477  -0.315
Br  -1.549  -7.016  -1.034
P  1.224  -0.049  1.679
C  1.158  1.305  2.977
C  1.665  1.085  4.405
H  0.099  1.614  3.043
H  1.691  2.168  2.544
H  1.297  1.915  5.027
H  1.299  0.156  4.854
H  2.760  1.110  4.467
C  0.752  -1.653  2.434
C  1.726  -2.271  3.441
H  0.575  -2.373  1.618
H  -0.233  -1.529  2.917
H  1.206  -3.090  3.965
H  2.595  -2.715  2.937
H  2.069  -1.549  4.192
C  2.590  -0.135  0.314
C  4.099  -0.427  0.433
H  2.580  0.845  -0.209
H  2.222  -0.923  -0.380
H  4.445  -0.753  -0.568
H  4.676  0.479  0.668
H  4.307  -1.226  1.142
O  -2.125  -1.627  1.057
C  -1.448  -0.722  0.673

The total charge is +2. The HOMO energy (spin up / spin down) is -13.953 / -14.150 eV. The gap between HOMO and LUMO (spin up / spin down) is 8.15 / 5.35 eV. Its relative energy (zero: lowest compared OMol25 entry of this formula, charge and spin) is 0.609 eV. As for the spin multiplicity: 4. As for the expectation value of S²: 3.81.